# 1
Entry from the OMol25 dataset: 5 unconnected molecules or ions with the total composition C30H22BrN5O9 in a non-equilibrium geometry (wB97M-V/def2-TZVPD).

Output
* SMILES string: O=C=Nc1nnc(CCCBr)nn1.O=C1C=CC(=O)C=C1.O=C1C=CC(=O)C=C1.O=C1C=CC(=O)C=C1.O=C1C=CC(=O)C=C1
* relative energy (zero: lowest compared OMol25 entry of this formula, charge and spin): 4.5 kcal/mol
* gap between HOMO and LUMO: 8.2252 eV
* spin multiplicity: 1
* net charge: 0
* largest force on an atom: 1.48 eV Å⁻¹

Atoms and positions in Å:
O: 5.8438 -4.2999 0.1544
C: 4.9147 -3.7704 -0.3039
N: 3.9905 -3.1781 -0.8333
C: 2.7410 -3.3358 -0.1778
N: 2.0071 -4.3521 -0.5725
N: 0.8513 -4.5085 0.0454
C: 0.5470 -3.6168 0.9722
C: -0.7601 -3.7644 1.6700
C: -1.9333 -3.2697 0.8392
C: -2.2441 -4.0313 -0.4517
Br: -2.1656 -5.9657 -0.2886
N: 1.2956 -2.6003 1.3525
N: 2.4538 -2.4375 0.7328
H: -0.8964 -4.7930 1.9653
H: -0.7330 -3.1816 2.5766
H: -1.8162 -2.2309 0.5638
H: -2.8149 -3.3578 1.4567
H: -1.6360 -3.6541 -1.2582
H: -3.2655 -3.8091 -0.7074
O: -0.0888 0.4763 -1.2451
C: 0.5641 1.2966 -0.6301
C: 1.7409 0.8882 0.1735
C: 2.4531 1.7807 0.8537
C: 2.0958 3.2212 0.8354
O: 2.7474 4.0367 1.4573
C: 0.9174 3.6268 0.0348
C: 0.2066 2.7339 -0.6486
H: 1.9773 -0.1666 0.1740
H: 3.3149 1.5031 1.4481
H: 0.6712 4.6805 0.0401
H: -0.6539 3.0085 -1.2383
O: -4.8894 0.0353 3.8262
C: -4.2773 0.7945 3.1084
C: -4.2197 2.2502 3.3966
C: -3.5486 3.0840 2.6070
C: -2.8291 2.5936 1.4068
O: -2.2126 3.3503 0.6854
C: -2.8854 1.1391 1.1165
C: -3.5566 0.3055 1.9063
H: -4.7510 2.5867 4.2776
H: -3.4941 4.1481 2.7988
H: -2.3540 0.8020 0.2335
H: -3.6113 -0.7586 1.7136
O: -4.6926 -2.5596 -2.2314
C: -4.8986 -2.9870 -3.3484
C: -3.8109 -3.5956 -4.1525
C: -4.0372 -4.0623 -5.3770
C: -5.3878 -3.9952 -5.9898
O: -5.5945 -4.4216 -7.1038
C: -6.4756 -3.3861 -5.1836
C: -6.2483 -2.9196 -3.9591
H: -2.8337 -3.6366 -3.6883
H: -3.2580 -4.5096 -5.9806
H: -7.4526 -3.3460 -5.6477
H: -7.0271 -2.4728 -3.3544
O: 6.4251 6.8913 3.8007
C: 6.6117 6.2008 2.8221
C: 7.8967 6.2531 2.0794
C: 8.1026 5.4979 1.0042
C: 7.0568 4.5706 0.5035
O: 7.2467 3.8812 -0.4759
C: 5.7741 4.5189 1.2459
C: 5.5677 5.2737 2.3206
H: 8.6456 6.9351 2.4615
H: 9.0310 5.5210 0.4478
H: 5.0248 3.8408 0.8675
H: 4.6372 5.2476 2.8722

***

# 2
Entry from the OMol25 dataset: 2 unconnected molecules or ions with the total composition CHBrClO4S in a non-equilibrium geometry (wB97M-V/def2-TZVPD).

Output
* relative energy (zero: lowest compared OMol25 entry of this formula, charge and spin): 9.1 kcal/mol
* gap between HOMO and LUMO: 8.1662 eV
* spin multiplicity: 1
* net charge: -1
* largest force on an atom: 3.89 eV Å⁻¹

Atoms and positions in Å:
C: -2.0686 -1.1608 0.5899
O: -2.3872 -1.5586 -0.4191
O: -0.2436 -0.4590 -0.3674
O: 1.4544 1.0860 0.6916
O: -1.7628 -0.7450 1.5957
S: 0.7345 0.5285 -0.7442
Cl: 2.6653 -0.7824 -0.9959
Br: -0.7221 2.3157 -0.8816
H: 2.3301 0.7756 0.5309

***

# 3
Entry from the OMol25 dataset: a molecular structure, C42H32Br2F9HfN4O2P2 (wB97M-V/def2-TZVPD).

Output
* relative energy (zero: lowest compared OMol25 entry of this formula, charge and spin): 4.8 kcal/mol
* gap between HOMO and LUMO: 7.2074 eV
* spin multiplicity: 1
* net charge: +3
* largest force on an atom: 0.83 eV Å⁻¹

Atoms and positions in Å:
Hf: 0.6258 -0.4061 0.5416
Br: 1.7429 -1.3957 3.1710
C: 3.0061 -2.7972 2.6716
Br: 2.9686 -3.1409 0.7796
H: 2.7318 -3.6985 3.2049
H: 3.9922 -2.4289 2.9310
O: 1.4984 1.8347 3.6862
C: 1.5687 1.7566 2.5065
O: 0.6055 1.1054 1.7708
C: 2.6814 2.2309 1.6075
P: 3.1403 0.8398 0.4956
C: 4.6067 0.0560 1.1825
C: 5.4202 -0.7454 0.3797
C: 6.5356 -1.3607 0.9253
C: 6.8369 -1.1931 2.2718
C: 6.0221 -0.4063 3.0768
C: 4.9073 0.2200 2.5377
C: 3.5056 1.6124 -1.0953
C: 2.3923 2.1225 -1.7634
C: 2.5336 2.7872 -2.9697
C: 3.8017 2.9387 -3.5192
C: 4.9143 2.4433 -2.8516
C: 4.7752 1.7842 -1.6366
H: 3.5161 2.6436 2.1687
H: 2.2821 3.0116 0.9544
H: 5.1913 -0.8880 -0.6698
H: 7.1769 -1.9651 0.2975
H: 7.7145 -1.6669 2.6914
H: 6.2646 -0.2617 4.1216
H: 4.2948 0.8413 3.1801
H: 1.4116 2.0472 -1.2928
H: 1.6701 3.2019 -3.4744
H: 3.9243 3.4594 -4.4592
H: 5.9015 2.5839 -3.2710
H: 5.6535 1.4295 -1.1144
N: -0.6891 -4.4118 -0.1168
C: -1.0617 -4.4902 1.2029
C: -0.8039 -3.2727 1.7454
N: -0.2889 -2.4492 0.7648
C: -0.2363 -3.1801 -0.3538
C: 0.3158 -2.5912 -1.5535
N: 0.7689 -1.3307 -1.5277
C: 1.2032 -1.0431 -2.8067
C: 1.0091 -2.1353 -3.5908
N: 0.4528 -3.0980 -2.7803
H: -0.8315 -5.1524 -0.7926
H: -1.4790 -5.3888 1.6255
H: -0.9577 -2.9376 2.7567
H: 1.6299 -0.0874 -3.0625
H: 1.2171 -2.3158 -4.6318
H: 0.1892 -4.0250 -3.0867
F: -4.4878 4.0220 -4.9538
C: -3.8136 4.6461 -3.9816
F: -2.8030 5.3178 -4.5401
F: -4.6355 5.5232 -3.4041
C: -3.3113 3.6365 -2.9691
C: -1.9637 3.3255 -2.8911
C: -1.5317 2.3830 -1.9704
C: -2.4449 1.7518 -1.1347
C: -3.8035 2.0706 -1.2247
C: -4.2356 3.0122 -2.1391
P: -1.9834 0.4909 0.0661
C: -2.8515 -0.9940 -0.5221
C: -3.6342 -1.8429 0.2487
C: -4.0587 -3.0603 -0.2756
C: -3.7233 -3.4038 -1.5736
C: -3.0480 -2.5049 -2.3935
C: -2.6047 -1.3095 -1.8639
C: -3.9875 -4.7874 -2.1041
F: -4.8671 -5.4658 -1.3887
F: -4.3518 -4.7859 -3.3781
F: -2.7952 -5.4833 -2.0405
C: -2.4919 1.0210 1.7049
C: -2.5974 2.3855 1.9616
C: -2.8283 2.8308 3.2554
C: -2.9436 1.9147 4.2874
C: -2.8250 0.5515 4.0426
C: -2.5897 0.1042 2.7558
C: -3.2227 2.3815 5.7005
F: -4.4998 2.1498 6.0186
F: -2.4551 1.7177 6.5733
F: -2.9837 3.6851 5.8385
H: -1.2629 3.8255 -3.5450
H: -0.4788 2.1371 -1.9181
H: -4.5240 1.5847 -0.5761
H: -5.2854 3.2659 -2.2086
H: -3.9252 -1.5785 1.2559
H: -4.6478 -3.7348 0.3322
H: -2.8750 -2.7437 -3.4357
H: -2.0741 -0.6094 -2.5017
H: -2.5108 3.1069 1.1599
H: -2.9174 3.8890 3.4584
H: -2.9104 -0.1524 4.8601
H: -2.4670 -0.9602 2.5855

***

# 4
Entry from the OMol25 dataset: 2 unconnected molecules or ions with the total composition C5H13N4 in a non-equilibrium geometry (wB97M-V/def2-TZVPD).

Output
* relative energy (zero: lowest compared OMol25 entry of this formula, charge and spin): 108.6 kcal/mol
* gap between HOMO and LUMO (alpha / beta): 7.2892 / 7.2914 eV
* spin multiplicity: 1
* net charge: +1
* largest force on an atom: 4.92 eV Å⁻¹

Atoms and positions in Å:
C: -0.3492 0.5902 0.5343
C: -0.2741 -1.8314 -0.5088
C: 0.8658 0.2805 0.9638
C: 1.7550 1.4913 1.3801
C: 1.8670 -2.9491 -0.4237
N: -1.4010 1.1334 0.5588
N: 1.5145 -0.8385 0.6692
N: -3.4510 2.5126 -0.5187
N: 0.9989 -1.8190 -0.0918
H: -0.6351 -2.6188 -1.1729
H: -1.1011 -1.2047 -0.2724
H: 2.1493 1.3405 2.4236
H: 1.0227 2.2442 1.4656
H: 2.4756 1.7765 0.7030
H: 1.1421 -3.6215 -0.7762
H: 2.5755 -2.8007 -1.3098
H: 2.4318 -3.4589 0.3107
H: -2.2384 1.4933 0.1191
H: 2.5316 -0.9878 0.9899
H: -4.0490 2.4606 0.3737
H: -3.1948 3.5430 -0.5550
H: -4.0447 2.4821 -1.2846

***

# 5
Entry from the OMol25 dataset: a single C2H2ClP molecule in a non-equilibrium geometry (wB97M-V/def2-TZVPD).

Output
* relative energy (zero: lowest compared OMol25 entry of this formula, charge and spin): 126.8 kcal/mol
* gap between HOMO and LUMO (alpha / beta): 6.7038 / 6.5922 eV
* spin multiplicity: 1
* net charge: 0
* largest force on an atom: 3.55 eV Å⁻¹

Atoms and positions in Å:
C: -0.2168 0.3234 -0.6513
C: -1.2423 0.0702 0.0472
P: 3.3409 -0.0046 0.2368
Cl: 1.5614 -0.5850 -0.2875
H: -1.3361 -0.5239 0.9610
H: -2.1070 0.7198 -0.3062

***

# 6
Entry from the OMol25 dataset: 2 unconnected molecules or ions with the total composition C5H7N in a non-equilibrium geometry (wB97M-V/def2-TZVPD).

Output
* relative energy (zero: lowest compared OMol25 entry of this formula, charge and spin): 101.7 kcal/mol
* gap between HOMO and LUMO: 8.6300 eV
* spin multiplicity: 1
* net charge: 0
* largest force on an atom: 4.02 eV Å⁻¹

Atoms and positions in Å:
C: -1.1322 -1.4708 -0.1083
C: -0.3565 -0.2615 0.0312
C: -0.6824 1.0294 0.3797
N: 0.4438 1.7790 0.1876
C: 1.4985 0.9526 -0.1975
C: 1.0283 -0.3617 -0.2492
H: 0.1799 -2.4722 0.0582
H: -2.1152 -1.4387 0.4089
H: -1.1951 -1.9470 -1.0711
H: -1.6300 1.4936 0.6298
H: 0.5134 2.7506 0.4705
H: 2.4777 1.4070 -0.2924
H: 1.1175 -1.6775 -0.2380